This record from the OMol25 dataset describes C33H26AuCl3F5GeP2Se as an isolated structure. The level of theory is ωB97M-V/def2-TZVPD.

Output
Kohn-Sham gap (alpha / beta) in eV: 7.6 / 4.6
Total charge: +2
2S+1: 4
E_LUMO (alpha / beta) in eV: -5.6 / -9.4

Each line ends with the Mulliken spin population.
Positions of all 72 atoms, in Å:
1 Au 1.703 -0.843 -0.536  0.2429
2 C 0.195 1.621 1.759  -0.0077
3 C 1.010 0.612 2.576  -0.0103
4 P 1.263 -1.024 1.813  0.0762
5 C 2.551 -1.835 2.766  -0.0642
6 C 2.352 -2.118 4.119  -0.0009
7 C 3.366 -2.707 4.852  0.0028
8 C 4.577 -3.014 4.240  0.0002
9 C 4.777 -2.738 2.896  0.0155
10 C 3.763 -2.149 2.155  0.0277
11 C -0.248 -1.984 2.142  -0.0275
12 C -0.221 -3.349 1.851  0.0227
13 C -1.343 -4.139 2.066  0.0602
14 C -2.512 -3.577 2.575  0.0139
15 C -2.558 -2.219 2.856  0.0221
16 C -1.429 -1.417 2.633  0.1126
17 C 0.983 2.307 0.641  0.0298
18 P 1.038 1.432 -0.955  0.2564
19 C 2.147 2.356 -2.005  0.0286
20 C 1.676 3.155 -3.044  0.0098
21 C 2.582 3.841 -3.836  -0.0053
22 C 3.945 3.723 -3.598  0.0149
23 C 4.415 2.923 -2.564  -0.0033
24 C 3.517 2.234 -1.767  0.0337
25 C -0.622 1.455 -1.661  0.0205
26 C -1.588 2.378 -1.260  0.0162
27 C -2.798 2.456 -1.937  0.0001
28 C -3.046 1.623 -3.021  0.0148
29 C -2.096 0.687 -3.413  0.0079
30 C -0.892 0.597 -2.733  0.0196
31 H -0.150 2.396 2.444  0.0003
32 H -0.709 1.161 1.345  0.0049
33 H 0.572 0.462 3.566  0.0005
34 H 2.018 0.995 2.753  0.0013
35 H 1.407 -1.889 4.600  -0.0007
36 H 3.216 -2.929 5.900  0.0002
37 H 5.367 -3.476 4.817  0.0001
38 H 5.718 -2.983 2.423  0.0007
39 H 3.918 -1.938 1.101  -0.0063
40 H 0.686 -3.804 1.468  0.0113
41 H -1.302 -5.198 1.849  0.0009
42 H -3.378 -4.199 2.758  -0.0002
43 H -3.456 -1.774 3.266  -0.0002
44 H -1.474 -0.366 2.887  -0.0003
45 H 2.024 2.470 0.932  0.0079
46 H 0.580 3.301 0.432  0.0087
47 H 0.614 3.235 -3.243  0.0064
48 H 2.225 4.465 -4.644  -0.0001
49 H 4.647 4.253 -4.228  0.0006
50 H 5.477 2.826 -2.388  0.0000
51 H 3.886 1.591 -0.974  0.0048
52 H -1.403 3.064 -0.443  0.0011
53 H -3.528 3.199 -1.641  0.0008
54 H -3.969 1.722 -3.579  0.0015
55 H -2.280 0.045 -4.266  0.0004
56 H -0.141 -0.108 -3.070  0.0087
57 Cl 2.318 -3.358 -3.236  0.0569
58 Ge 2.764 -1.331 -2.698  0.1714
59 Cl 2.222 -0.142 -4.399  0.0113
60 Cl 4.881 -1.175 -2.453  0.0396
61 F -7.188 1.339 -1.524  0.0215
62 C -6.116 0.661 -1.224  0.1251
63 C -5.369 1.022 -0.099  -0.0108
64 F -5.751 2.040 0.643  -0.0029
65 C -4.234 0.311 0.202  -0.0020
66 F -3.519 0.645 1.270  0.0135
67 C -3.814 -0.763 -0.602  0.0626
68 Se -2.350 -1.780 -0.157  1.4953
69 C -4.580 -1.094 -1.734  0.0366
70 F -4.184 -2.091 -2.504  0.0095
71 C -5.724 -0.397 -2.045  -0.0085
72 F -6.433 -0.694 -3.111  -0.0025

---

This record from the OMol25 dataset describes C33H26Cl5F4N5Rb as an isolated structure in a non-equilibrium geometry. The level of theory is ωB97M-V/def2-TZVPD.

Output
Kohn-Sham gap in eV: 5.0
Total charge: -1
Energy relative to the best compared isomer or geometry (same formula, charge and spin) in kcal/mol: 2.12
E_LUMO in eV: 1.5

Each line ends with the Mulliken charge.
Positions of all 74 atoms, in Å:
1 Rb 0.258 0.597 0.259  0.5250
2 C -1.530 -2.492 -1.687  -0.9869
3 N -1.032 -1.262 -2.298  0.6951
4 C -0.252 -1.512 -3.546  -1.0024
5 C -2.164 -0.295 -2.468  -0.6436
6 C -1.830 0.972 -3.245  -1.0202
7 N -0.542 1.451 -2.810  0.3494
8 C -0.080 2.592 -3.311  0.2175
9 C 1.003 3.289 -2.655  -0.2607
10 F 1.430 2.700 -1.508  -0.1501
11 C 1.503 4.514 -3.028  -0.0125
12 F 2.273 5.227 -2.170  -0.3132
13 C 1.165 4.975 -4.317  -0.5638
14 C 0.392 4.156 -5.124  0.2545
15 F 0.199 4.519 -6.405  -0.3377
16 C -0.201 2.998 -4.681  0.2185
17 F -0.899 2.222 -5.528  -0.3674
18 H -2.207 -3.044 -2.367  0.3645
19 H -2.049 -2.224 -0.749  0.1223
20 H -0.714 -3.170 -1.354  0.2735
21 H -0.811 -2.210 -4.192  0.2869
22 H 0.698 -1.994 -3.271  0.2217
23 H -0.041 -0.544 -4.016  0.2382
24 H -2.460 -0.049 -1.438  0.2939
25 H -2.963 -0.766 -3.050  0.2938
26 H -2.605 1.717 -3.079  0.4985
27 H -1.849 0.684 -4.323  0.2810
28 H 1.479 5.956 -4.730  0.3661
29 C -2.776 1.333 2.044  -0.6925
30 C -2.954 -0.141 2.274  0.9198
31 C -4.228 -0.504 2.717  -0.8750
32 C -4.498 -1.875 2.898  -0.6387
33 C -3.516 -2.808 2.693  -0.9564
34 C -2.198 -2.341 2.363  0.6267
35 N -2.007 -1.036 2.027  0.3582
36 C -1.074 -3.226 2.237  0.6585
37 C -1.203 -4.602 2.584  -0.8652
38 C -0.103 -5.407 2.466  -0.6466
39 C 1.091 -4.870 2.009  -0.8448
40 C 1.161 -3.512 1.647  0.5253
41 N 0.073 -2.719 1.796  0.2230
42 C 2.454 -2.936 1.265  -0.0478
43 C 3.654 -3.533 1.742  -0.7411
44 C 4.881 -3.217 1.168  -0.7180
45 C 4.855 -2.253 0.197  -0.5351
46 C 3.680 -1.559 -0.136  0.6948
47 C 3.734 -0.444 -1.118  -1.1121
48 N 2.497 -1.868 0.442  0.2729
49 H -3.503 1.810 2.734  0.4027
50 H -3.017 1.684 1.021  0.2407
51 H -1.720 1.705 2.268  -0.3064
52 H -5.039 0.248 2.855  0.3358
53 H -5.496 -2.121 3.207  0.4152
54 H -3.716 -3.878 2.765  0.2855
55 H -2.147 -4.993 2.954  0.2425
56 H -0.205 -6.481 2.696  0.3795
57 H 1.943 -5.585 1.849  0.4139
58 H 3.632 -4.245 2.555  0.5236
59 H 5.808 -3.705 1.466  0.4185
60 H 5.753 -1.903 -0.292  0.3081
61 H 4.698 -0.480 -1.582  0.4047
62 H 3.575 0.503 -0.626  0.2513
63 H 2.949 -0.571 -1.883  0.1684
64 Cl -1.677 4.339 0.504  -0.1846
65 C -0.458 4.134 1.746  -0.1044
66 C 0.044 2.943 2.172  -0.5200
67 C 1.013 2.690 3.081  0.1754
68 Cl 1.413 1.106 3.662  -0.1946
69 C 1.563 3.853 3.743  0.2576
70 Cl 2.874 3.700 4.856  -0.2303
71 C 1.068 5.133 3.359  0.0732
72 Cl 1.604 6.551 4.137  -0.2346
73 C 0.043 5.259 2.425  0.2666
74 Cl -0.697 6.816 2.102  -0.2367

---

This record from the OMol25 dataset describes a 19-piece molecular cluster, C33H26Cl73N3O2P overall in a non-equilibrium geometry. The level of theory is ωB97M-V/def2-TZVPD.

Output
Kohn-Sham gap in eV: 7.4
Total charge: +1
E_LUMO in eV: -4.6

Each line ends with the Mulliken charge.
Positions of all 138 atoms, in Å:
1 C 6.859 -2.175 1.043  -0.9079
2 C 7.014 -1.164 -0.222  0.7549
3 C 5.837 -0.100 -0.078  -0.0810
4 C 5.902 1.125 -1.100  0.4424
5 C 4.553 1.970 -1.120  1.3704
6 C 4.113 2.509 0.348  -1.1387
7 N 2.995 1.664 0.927  1.0954
8 N 3.426 0.765 1.797  -1.0466
9 C 2.365 -0.005 2.245  -0.3689
10 C 0.897 0.047 1.893  0.2291
11 P -0.329 -1.188 2.650  0.3444
12 O -0.288 -2.565 1.609  -0.2060
13 Cl 0.406 -1.799 4.551  -0.2203
14 C 0.485 1.150 0.919  0.1073
15 C -1.018 1.373 0.482  -0.9525
16 C -1.385 0.184 -0.536  0.5966
17 C -2.783 0.416 -1.265  -0.1252
18 N -3.215 -0.639 -2.204  -0.4533
19 O -3.477 1.432 -1.097  -0.3497
20 C 1.717 1.933 0.482  0.6199
21 C 1.471 3.128 -0.553  -0.6797
22 C 1.337 4.525 0.267  -0.8378
23 H 7.854 -2.552 1.432  0.2587
24 H 6.371 -1.536 1.866  0.2016
25 H 6.108 -3.001 0.826  0.1710
26 H 8.056 -0.717 -0.181  0.0032
27 H 6.839 -1.814 -1.152  -0.1296
28 H 4.826 -0.633 -0.200  0.0277
29 H 5.891 0.352 0.977  -0.0083
30 H 6.834 1.756 -0.944  -1.0644
31 H 6.006 0.663 -2.150  0.3505
32 H 4.774 2.919 -1.734  0.0658
33 H 3.683 1.461 -1.646  -1.0262
34 H 5.070 2.393 0.974  0.5361
35 H 3.889 3.617 0.370  -0.1029
36 H 2.661 -0.809 3.005  0.2765
37 H 0.441 -2.410 0.960  0.1936
38 H -1.233 2.401 0.045  0.3058
39 H -1.658 1.197 1.419  0.5311
40 H -0.511 0.040 -1.247  -0.0100
41 H -1.467 -0.786 0.074  0.3119
42 H -4.005 -1.171 -1.787  0.1078
43 H -2.443 -1.333 -2.237  0.3394
44 H 2.230 3.180 -1.390  0.3894
45 H 0.452 3.004 -1.068  0.4233
46 H 2.248 4.755 0.899  0.2856
47 H 0.451 4.436 0.995  0.1591
48 H 1.047 5.370 -0.446  0.4226
49 C 7.362 5.286 -1.496  0.2787
50 Cl 7.965 3.768 -2.196  -0.0117
51 Cl 5.857 5.756 -2.314  -0.0967
52 Cl 7.045 5.055 0.237  -0.0768
53 Cl 8.576 6.560 -1.711  -0.0719
54 C 9.756 -1.895 -3.023  0.3366
55 Cl 10.920 -2.498 -4.219  -0.0747
56 Cl 8.151 -2.590 -3.349  -0.1548
57 Cl 10.290 -2.367 -1.395  -0.0852
58 Cl 9.663 -0.124 -3.127  -0.0640
59 C 4.547 -6.723 1.749  0.2403
60 Cl 5.743 -6.054 0.623  -0.0633
61 Cl 5.212 -6.717 3.394  -0.0957
62 Cl 3.068 -5.734 1.705  -0.0286
63 Cl 4.156 -8.387 1.273  -0.0944
64 C -2.512 6.080 2.439  0.1909
65 Cl -2.197 5.858 4.172  -0.0390
66 Cl -3.944 7.104 2.232  -0.0418
67 Cl -1.099 6.844 1.674  -0.1059
68 Cl -2.794 4.502 1.679  0.0140
69 C 9.979 -5.585 -6.814  0.2940
70 Cl 9.151 -4.839 -5.431  -0.0046
71 Cl 11.113 -6.819 -6.230  -0.0933
72 Cl 8.780 -6.342 -7.884  -0.1003
73 Cl 10.870 -4.339 -7.711  -0.0968
74 C 9.238 1.273 2.114  0.2156
75 Cl 8.707 1.899 0.538  0.0117
76 Cl 7.830 0.689 3.025  -0.0813
77 Cl 10.373 -0.064 1.855  -0.0726
78 Cl 10.038 2.566 3.030  -0.0933
79 C -1.028 -5.527 5.286  0.2686
80 Cl -0.042 -5.121 6.706  -0.0904
81 Cl -2.058 -6.923 5.659  -0.0924
82 Cl -2.048 -4.137 4.858  -0.0851
83 Cl 0.036 -5.923 3.919  -0.0157
84 C -0.014 -4.398 -1.473  0.0704
85 Cl -0.002 -2.616 -1.420  0.0063
86 Cl 0.382 -4.938 -3.116  -0.0863
87 Cl 1.177 -5.059 -0.334  0.0632
88 Cl -1.632 -4.978 -1.031  -0.0554
89 C -6.140 -3.976 -2.687  0.1093
90 Cl -6.162 -2.973 -1.220  -0.0978
91 Cl -6.917 -5.534 -2.348  0.0959
92 Cl -7.020 -3.144 -3.986  -0.0626
93 Cl -4.457 -4.248 -3.191  -0.0708
94 C -4.508 4.267 7.345  0.3500
95 Cl -4.353 2.909 8.478  -0.0925
96 Cl -2.917 5.020 7.102  -0.1075
97 Cl -5.124 3.674 5.788  -0.0924
98 Cl -5.634 5.467 8.007  -0.0616
99 C -8.983 7.618 6.276  0.3068
100 Cl -9.476 8.272 4.700  -0.0987
101 Cl -10.416 7.040 7.151  -0.0930
102 Cl -7.855 6.268 6.031  -0.0153
103 Cl -8.184 8.891 7.221  -0.0981
104 C 2.618 -0.601 -4.555  0.2038
105 Cl 1.156 -0.556 -5.560  -0.0911
106 Cl 3.142 -2.283 -4.345  -0.0676
107 Cl 3.908 0.329 -5.342  -0.0855
108 Cl 2.263 0.110 -2.964  -0.0383
109 C -3.939 8.675 -1.669  0.2321
110 Cl -3.988 10.449 -1.625  0.0062
111 Cl -3.541 8.134 -3.313  -0.1108
112 Cl -2.702 8.090 -0.536  -0.0036
113 Cl -5.524 8.026 -1.199  -0.0969
114 C -9.076 -9.352 -1.724  0.3142
115 Cl -8.903 -11.115 -1.612  -0.0606
116 Cl -10.779 -8.908 -1.495  -0.0684
117 Cl -8.088 -8.579 -0.464  -0.0732
118 Cl -8.529 -8.804 -3.323  -0.0955
119 C -3.614 14.375 -1.808  0.3276
120 Cl -3.620 13.835 -0.116  -0.0844
121 Cl -2.455 13.399 -2.736  -0.0872
122 Cl -5.238 14.178 -2.498  -0.0800
123 Cl -3.142 16.084 -1.882  -0.0993
124 C -6.954 1.652 -1.541  0.1827
125 Cl -6.791 -0.114 -1.428  0.0301
126 Cl -8.654 2.110 -1.304  -0.1031
127 Cl -5.953 2.408 -0.288  -0.0432
128 Cl -6.412 2.195 -3.142  -0.1067
129 C -8.239 -13.315 1.664  0.3050
130 Cl -7.035 -13.885 0.489  -0.0914
131 Cl -9.815 -14.045 1.297  -0.0863
132 Cl -7.737 -13.782 3.301  -0.1051
133 Cl -8.370 -11.547 1.565  -0.0377
134 C -10.752 -4.524 -1.822  0.2073
135 Cl -10.126 -6.028 -2.530  -0.0052
136 Cl -12.244 -4.053 -2.660  -0.0915
137 Cl -11.096 -4.780 -0.098  -0.1085
138 Cl -9.540 -3.238 -1.997  0.0102